Entry 1:
Density functional theory data (ωB97M-V/def2-TZVPD) for a single C4H7NO molecule.

Cartesian coordinates (Å):
H -1.0405 2.1423 0.3298
C -1.3940 1.1941 0.7452
H -1.4163 -0.9161 0.2294
H 2.6809 -0.0707 -1.2514
O 3.1245 -1.7195 -0.1094
C 0.2528 0.1424 -0.7521
N 1.0124 -0.8325 -0.2722
H 0.6904 -1.5876 0.3449
H -0.8562 1.0133 1.6823
C 2.3936 -0.8834 -0.5669
H -2.4591 1.2865 0.9776
H -1.8302 0.1848 -1.1064
C -1.1583 0.0464 -0.2510

Cartesian forces, eV/Å:
-0.080 -0.131 0.051
-0.014 0.085 0.077
0.112 0.109 -0.103
0.006 -0.093 0.088
-0.365 0.345 -0.190
-0.043 -0.385 0.268
-0.064 0.168 -0.073
-0.038 0.112 -0.073
-0.064 0.048 -0.151
0.303 -0.225 0.078
0.164 -0.026 -0.023
0.126 -0.009 0.103
-0.044 0.001 -0.052

## Properties
- Gap between HOMO and LUMO: 9.3917 eV
- ΔE to the lowest compared entry with this formula, charge and spin: 58.50 kcal per mole
- Highest occupied orbital energy: -8.9 eV
- E_LUMO: 0.0167 Eh
- E: -7797.1074 eV
- Max |F|: 0.0104 hartree/bohr

Entry 2:
Density functional theory data (ωB97M-V/def2-TZVPD) for 2 unconnected molecules or ions with the total composition C10H10N2O2 in a non-equilibrium geometry.

Cartesian coordinates (Å):
C -5.7763 0.8212 0.2996
O 2.0448 0.6602 -0.1085
H -2.2287 -0.5640 -0.0711
C -3.3757 0.8385 0.7666
H 6.7825 -1.0480 -0.4015
H -6.8342 1.2034 0.6627
C 5.0239 -0.9837 -1.2363
O 5.1457 -2.0004 -2.0412
H -4.9047 2.2984 1.6477
N 5.8208 -0.6189 -0.1829
C 5.3277 0.0387 0.9515
H 5.8521 0.0177 1.8377
H -6.4915 -0.6585 -1.1361
C -3.2473 -0.2132 -0.1235
C -5.5736 -0.2431 -0.6266
C 3.2595 0.4136 -0.2432
C 4.1217 0.5624 0.8688
H -2.4262 1.1336 1.1933
C -4.6320 1.3971 1.0033
H 3.0271 -0.6899 -1.8149
C -4.2915 -0.7961 -0.8227
H -4.0571 -1.8447 -1.2620
H 3.5890 0.6010 2.0358
N 3.8441 -0.3252 -1.1965

Cartesian forces, eV/Å:
0.489 0.534 1.118
1.967 -0.358 -1.707
0.025 -0.747 -0.831
-0.837 0.744 -0.188
-1.780 1.091 1.565
2.249 -0.902 -1.347
-0.992 -4.277 -1.676
0.684 4.511 3.069
0.959 -1.491 -0.675
3.255 -1.461 -1.639
-0.042 -0.712 -3.062
1.391 -0.242 1.498
1.261 0.330 0.614
0.469 -0.144 0.580
-1.338 0.186 0.367
-2.496 0.458 3.023
-1.496 0.548 6.228
-0.360 0.537 0.437
-2.242 0.157 -0.652
2.413 0.499 0.771
0.214 -1.415 0.426
-0.877 2.216 0.145
1.413 0.800 -3.844
-4.331 -0.861 -4.220

## Properties
- Gap between HOMO and LUMO: 9.3991 eV
- ΔE to the lowest compared entry with this formula, charge and spin: 78.16 kcal per mole
- Highest occupied orbital energy: -9.1 eV
- E_LUMO: 0.0115 Eh
- E: -17605.1526 eV
- Max |F|: 0.1250 hartree/bohr
- Structure (SMILES): O=c1cc[nH]c(=O)[nH]1.c1ccccc1

Entry 3:
Density functional theory data (ωB97M-V/def2-TZVPD) for a molecular structure, C18H32CuN3O11 in a non-equilibrium geometry.

Cartesian coordinates (Å):
C -18.0585 2.1457 -20.6639
C -23.2227 2.5015 -17.8490
N -24.3214 2.2704 -18.8293
H -24.9834 5.3971 -22.4884
H -24.3885 1.3025 -24.7398
O -25.8700 3.0513 -21.0067
C -18.7038 3.0846 -22.8750
H -25.8192 -0.0373 -23.5081
C -24.1224 3.3390 -23.9243
H -22.8299 -0.2842 -18.6159
C -24.7409 0.8815 -18.9341
O -27.8103 2.0772 -21.0402
H -19.5998 1.9040 -19.1754
H -24.0701 4.2292 -14.4494
O -23.7679 5.0083 -20.0215
H -25.3165 0.5758 -18.0454
H -18.5111 3.4558 -23.8708
O -24.5258 1.3516 -22.6299
C -24.7841 5.6117 -19.2525
H -21.5392 0.5777 -21.6693
H -23.7320 3.7263 -24.8704
H -24.2832 1.7106 -16.1153
H -24.5146 6.6490 -19.0296
Cu -23.7230 2.7962 -20.8410
H -22.5468 1.6503 -17.8370
H -25.7559 3.6141 -14.5493
O -27.3356 3.6160 -22.5004
H -25.5317 -0.2091 -21.7687
H -24.0633 -1.0407 -19.6114
O -17.1945 1.7429 -19.8531
C -19.3777 2.2348 -20.1810
H -25.7654 5.5815 -19.7388
H -21.4251 -0.7488 -20.4285
H -22.4791 3.8522 -23.0153
C -23.6359 -0.0699 -19.3245
O -21.0041 3.4449 -23.2364
H -23.6770 6.8240 -21.0559
C -23.8112 2.6419 -16.4467
O -21.6203 2.8331 -20.5511
C -17.7249 2.5507 -22.0601
C -23.3893 5.7727 -21.1691
H -22.9389 1.5971 -23.8926
H -25.1762 3.6401 -23.8968
H -23.4843 5.9654 -23.2582
O -23.1355 0.5227 -20.5211
C -24.9643 4.1793 -15.0689
C -20.0680 3.1262 -22.4785
H -22.9885 2.8624 -15.7563
C -20.4332 2.7513 -20.9624
H -22.3967 -1.0020 -21.7933
H -24.9120 5.1005 -18.2992
O -24.7626 3.6874 -16.3592
O -16.5387 2.4534 -22.4707
C -24.0162 1.8313 -23.8587
C -22.0655 -0.1995 -21.1231
H -25.5774 0.8113 -19.6366
H -22.2980 5.7729 -21.0892
C -25.0699 0.0680 -22.7177
H -25.0592 2.8519 -18.4428
H -25.4833 5.1415 -15.1134
C -23.8953 5.2921 -22.4980
N -27.0328 2.9147 -21.5208
N -23.4774 3.9174 -22.7349
H -22.6835 3.4276 -18.0466
H -24.3003 -0.7014 -22.8824

Cartesian forces, eV/Å:
1.016 -0.992 2.842
-0.879 0.072 0.744
1.681 0.603 -0.260
-0.051 -0.368 -0.243
-0.718 0.219 0.128
-0.401 0.305 0.541
-3.165 0.435 0.125
-0.020 0.272 -0.010
-1.704 -0.071 0.477
-0.060 0.385 0.152
-1.726 -0.619 1.173
0.393 0.368 -0.091
0.133 0.029 0.111
0.154 0.051 -0.133
-0.442 -0.048 -0.214
0.752 -0.237 0.417
0.330 -0.205 -0.073
-0.586 0.159 -0.660
-0.602 0.188 0.160
0.464 -0.409 -0.102
0.411 -0.073 0.120
0.003 -0.138 0.018
-0.031 0.022 -0.042
0.452 0.819 -0.879
0.230 0.239 -0.164
0.508 -0.564 0.133
0.093 -0.282 0.551
-0.102 0.384 0.003
-0.199 -0.019 0.348
-0.117 0.316 -1.370
-2.607 0.988 -1.237
0.127 0.054 -0.252
0.131 0.669 0.443
0.651 0.086 1.118
-0.358 0.041 -1.429
-0.335 0.232 -0.701
-0.214 -0.076 0.192
0.361 -0.343 0.569
-1.949 0.422 0.412
3.103 0.269 -1.473
1.249 0.768 0.704
0.018 0.002 0.145
-0.043 -0.205 0.012
-0.052 0.045 -0.081
0.506 -1.138 0.826
-1.661 0.047 0.562
1.361 -0.276 1.218
0.054 -0.115 -0.004
2.497 -0.949 -0.755
-0.479 0.290 -0.187
0.350 -0.201 -0.056
0.431 0.264 -0.748
-0.964 -0.200 0.814
1.756 -0.082 -0.326
-0.077 0.177 -0.385
0.483 0.319 -0.608
0.038 -0.154 -0.543
0.120 -0.960 0.305
-0.493 -0.110 -0.848
0.671 0.291 -0.386
-0.010 -0.136 0.384
0.235 -0.184 -0.577
-0.813 -0.669 -0.134
0.026 -0.194 -0.567
0.074 0.184 -0.208

## Properties
- 2S+1: 2
- Expectation value of S²: 0.75
- Gap between HOMO and LUMO (spin up / spin down): 5.9610 / 5.0232 eV
- ΔE to the lowest compared entry with this formula, charge and spin: 0.00 kcal per mole
- Highest occupied orbital energy (spin up / spin down): -3.8 / -3.8 eV
- E_LUMO (spin up / spin down): 0.0792 / 0.0450 Eh
- Charge: -1
- E: -90812.2481 eV
- Max |F|: 0.0670 hartree/bohr